A cluster of 8 separate species, C18H30N6O6 in total. Source: the OMol25 dataset; level of theory: ωB97M-V with the def2-TZVPD basis set.

Atoms and positions in Å:
C (0.827, -4.758, 0.150)
C (-0.602, -5.064, 0.123)
N (-1.723, -5.305, 0.089)
H (1.106, -4.367, -0.824)
H (1.374, -5.686, 0.328)
H (1.068, -4.067, 0.952)
C (3.970, -2.611, -0.777)
C (4.177, -3.319, 0.477)
N (4.340, -3.855, 1.476)
H (2.926, -2.380, -0.979)
H (4.318, -3.247, -1.593)
H (4.536, -1.687, -0.742)
C (1.661, 4.276, -0.151)
C (3.036, 4.016, 0.245)
N (4.120, 3.812, 0.575)
H (1.543, 5.323, -0.422)
H (1.000, 4.091, 0.700)
H (1.351, 3.625, -0.962)
C (0.050, 0.764, -0.812)
C (0.415, -0.633, -0.918)
N (0.668, -1.745, -0.953)
H (-0.629, 0.939, 0.015)
H (-0.350, 1.130, -1.755)
H (0.977, 1.324, -0.654)
C (-3.187, -1.423, -0.534)
C (-4.176, -1.376, 0.535)
N (-4.978, -1.351, 1.358)
H (-2.670, -0.478, -0.650)
H (-3.710, -1.647, -1.468)
H (-2.514, -2.260, -0.351)
C (6.013, 0.850, -0.714)
C (4.556, 0.791, -0.709)
N (3.415, 0.723, -0.692)
H (6.351, 0.683, -1.737)
H (6.409, 0.059, -0.078)
H (6.363, 1.816, -0.361)
C (-2.527, -2.909, 3.316)
O (-1.153, -2.619, 3.558)
C (-0.602, -1.764, 2.700)
O (-1.180, -1.241, 1.781)
O (0.663, -1.617, 3.064)
C (1.444, -0.629, 2.399)
H (-2.671, -3.389, 2.347)
H (-3.170, -2.036, 3.387)
H (-2.834, -3.638, 4.067)
H (1.913, -1.051, 1.517)
H (2.221, -0.335, 3.100)
H (0.839, 0.238, 2.142)
C (-4.952, 2.463, -2.795)
O (-4.190, 3.474, -2.140)
C (-3.148, 3.031, -1.444)
O (-2.843, 1.884, -1.303)
O (-2.459, 4.015, -0.865)
C (-2.898, 5.384, -1.011)
H (-5.710, 2.953, -3.400)
H (-5.445, 1.819, -2.066)
H (-4.341, 1.845, -3.452)
H (-2.030, 5.980, -0.754)
H (-3.720, 5.569, -0.319)
H (-3.236, 5.608, -2.018)

As for the strongest force on any atom: 0.95 eV/A. Its SMILES is COC(=O)OC.COC(=O)OC.CC#N.CC#N.CC#N.CC#N.CC#N.CC#N. As for the orbital gap: 10.859 eV. As for the total energy: -40376.6872 eV.



A cluster of 4 separate species, C51H96BBrN4O7S in total. Source: the OMol25 dataset; level of theory: ωB97M-V with the def2-TZVPD basis set.

Atoms and positions in Å:
C (0.698, 4.145, 6.338)
C (1.341, 3.693, 5.006)
C (2.754, 4.238, 4.859)
C (3.554, 3.740, 3.652)
C (3.578, 2.212, 3.426)
C (3.442, 1.806, 1.960)
C (1.999, 1.848, 1.424)
C (1.669, 3.044, 0.507)
C (0.911, 4.177, 1.237)
C (-0.240, 4.853, 0.522)
C (-0.279, 6.266, 0.506)
C (0.782, 7.092, 1.209)
C (0.629, 7.062, 2.744)
C (-0.794, 6.964, 3.260)
Br (1.507, 8.640, 3.493)
C (-1.313, 6.959, -0.158)
C (-1.435, 8.465, -0.190)
C (-2.291, 6.222, -0.816)
C (-2.259, 4.836, -0.772)
C (-1.272, 4.130, -0.095)
N (-1.314, 2.689, -0.034)
C (-2.639, 2.126, 0.144)
C (-2.784, 1.029, 1.003)
B (-1.551, 0.484, 1.822)
O (-0.564, -0.181, 1.107)
C (-1.442, 0.659, 3.381)
C (-1.861, 2.105, 3.736)
C (-4.028, 0.405, 1.107)
C (-5.129, 0.864, 0.391)
C (-5.017, 1.989, -0.440)
C (-6.214, 2.536, -1.168)
C (-6.800, 3.756, -0.401)
C (-7.882, 3.353, 0.586)
C (-8.083, 4.360, 1.732)
C (-9.554, 4.748, 1.914)
C (-9.995, 5.699, 0.796)
C (-3.752, 2.589, -0.555)
S (-3.551, 3.981, -1.632)
H (-0.259, 4.636, 6.177)
H (0.495, 3.286, 6.969)
H (1.333, 4.843, 6.877)
H (1.305, 2.610, 4.978)
H (0.728, 4.091, 4.201)
H (3.327, 4.104, 5.774)
H (2.652, 5.321, 4.748)
H (4.585, 4.051, 3.811)
H (3.240, 4.228, 2.730)
H (2.848, 1.676, 4.026)
H (4.553, 1.843, 3.746)
H (4.125, 2.385, 1.339)
H (3.783, 0.776, 1.912)
H (1.823, 0.930, 0.869)
H (1.321, 1.806, 2.273)
H (2.630, 3.464, 0.213)
H (1.186, 2.741, -0.411)
H (0.525, 3.804, 2.183)
H (1.659, 4.904, 1.505)
H (1.760, 6.673, 0.988)
H (0.805, 8.103, 0.834)
H (1.181, 6.208, 3.118)
H (-0.827, 7.216, 4.317)
H (-1.441, 7.671, 2.748)
H (-1.189, 5.959, 3.147)
H (-1.109, 8.899, 0.751)
H (-0.811, 8.896, -0.968)
H (-2.476, 8.734, -0.328)
H (-3.093, 6.707, -1.352)
H (-0.988, 2.339, -0.935)
H (-0.145, 0.442, 0.503)
H (-2.138, -0.010, 3.890)
H (-0.422, 0.444, 3.688)
H (-1.653, 2.345, 4.774)
H (-1.318, 2.803, 3.101)
H (-2.914, 2.235, 3.510)
H (-4.118, -0.456, 1.754)
H (-6.090, 0.379, 0.467)
H (-6.980, 1.768, -1.227)
H (-5.922, 2.845, -2.166)
H (-5.973, 4.259, 0.091)
H (-7.194, 4.444, -1.147)
H (-7.645, 2.382, 1.016)
H (-8.825, 3.262, 0.051)
H (-7.543, 5.285, 1.530)
H (-7.676, 3.956, 2.656)
H (-10.180, 3.859, 1.893)
H (-9.689, 5.250, 2.869)
H (-11.078, 5.782, 0.776)
H (-9.659, 5.339, -0.173)
H (-9.546, 6.675, 0.953)
C (6.219, -0.085, 1.176)
O (5.737, -0.657, 2.376)
C (5.261, -1.993, 2.248)
C (6.182, -2.977, 2.936)
N (7.451, -3.107, 2.232)
C (8.480, -3.854, 2.952)
C (8.967, -3.316, 4.294)
O (9.706, -2.112, 4.213)
C (8.940, -0.924, 4.164)
H (6.357, 0.981, 1.351)
H (7.184, -0.510, 0.878)
H (5.505, -0.211, 0.357)
H (5.114, -2.257, 1.197)
H (4.286, -2.031, 2.742)
H (5.692, -3.955, 2.966)
H (6.311, -2.635, 3.972)
H (7.808, -2.185, 2.025)
H (9.348, -3.920, 2.292)
H (8.118, -4.876, 3.102)
H (9.659, -4.056, 4.703)
H (8.155, -3.215, 5.025)
H (8.016, -1.011, 4.742)
H (8.700, -0.640, 3.136)
H (9.545, -0.125, 4.593)
C (-0.217, -6.908, -2.366)
O (-1.046, -6.422, -1.326)
C (-0.353, -5.992, -0.162)
C (-0.405, -4.486, -0.017)
N (0.399, -3.824, -1.036)
C (0.209, -2.377, -1.118)
C (-1.180, -1.855, -1.486)
O (-1.564, -2.130, -2.822)
C (-2.118, -3.412, -3.053)
H (-0.860, -7.376, -3.105)
H (0.330, -6.099, -2.862)
H (0.493, -7.653, -1.992)
H (0.681, -6.352, -0.164)
H (-0.861, -6.441, 0.696)
H (-0.021, -4.210, 0.970)
H (-1.462, -4.191, -0.060)
H (0.187, -4.229, -1.938)
H (0.907, -2.007, -1.875)
H (0.510, -1.937, -0.166)
H (-1.150, -0.766, -1.413)
H (-1.955, -2.183, -0.783)
H (-2.686, -3.771, -2.191)
H (-1.351, -4.146, -3.316)
H (-2.795, -3.328, -3.904)
C (0.128, -6.730, -10.478)
O (-0.483, -7.947, -10.096)
C (0.418, -9.031, -9.911)
C (0.542, -9.408, -8.450)
N (1.245, -8.382, -7.690)
C (1.202, -8.556, -6.240)
C (-0.154, -8.532, -5.540)
O (-0.793, -7.267, -5.543)
C (-1.526, -6.959, -6.716)
H (-0.666, -6.048, -10.779)
H (0.681, -6.268, -9.653)
H (0.805, -6.873, -11.325)
H (1.397, -8.805, -10.344)
H (0.003, -9.886, -10.453)
H (1.099, -10.347, -8.374)
H (-0.473, -9.589, -8.072)
H (0.854, -7.478, -7.918)
H (1.807, -7.756, -5.806)
H (1.700, -9.499, -5.994)
H (0.029, -8.768, -4.489)
H (-0.834, -9.308, -5.912)
H (-1.974, -7.850, -7.162)
H (-0.905, -6.451, -7.457)
H (-2.324, -6.273, -6.432)

As for the strongest force on any atom: 0.90 eV/A. Its SMILES is CCCCCCCCCc1c(C[C@H](C)Br)c(C)cc2c1Nc1c(B(O)CC)ccc(CCCCCC)c1S2.COCCNCCOC.COCCNCCOC.COCCNCCOC. As for the orbital gap: 8.511 eV. As for the total energy: -156289.3828 eV.



A structure of composition C27H29BFeO5S at a distorted geometry. Source: the OMol25 dataset; level of theory: ωB97M-V with the def2-TZVPD basis set.

Atoms and positions in Å:
C (0.700, 0.012, -6.222)
C (0.876, 0.041, -4.751)
C (1.999, 0.385, -4.019)
C (1.765, 0.444, -2.599)
C (0.483, 0.060, -2.222)
B (-0.723, 0.620, -0.970)
C (-1.368, -0.706, -0.258)
C (-2.411, -0.561, 0.659)
C (-3.053, -1.700, 1.176)
C (-2.638, -2.986, 0.803)
C (-1.564, -3.125, -0.076)
C (-0.974, -1.982, -0.642)
O (0.150, 1.590, -0.372)
C (-0.355, 2.904, -0.574)
C (-0.619, 3.464, 0.815)
C (0.706, 3.742, -1.266)
C (-1.686, 2.702, -1.443)
C (-2.916, 3.365, -0.845)
C (-1.563, 3.140, -2.885)
O (-1.889, 1.285, -1.484)
S (-0.445, -0.274, -3.673)
H (1.668, 0.055, -6.729)
H (0.169, -0.894, -6.542)
H (0.112, 0.880, -6.546)
H (2.958, 0.631, -4.477)
H (2.566, 0.724, -1.917)
H (-2.735, 0.434, 0.975)
H (-3.874, -1.575, 1.883)
H (-3.150, -3.872, 1.184)
H (-1.172, -4.109, -0.336)
H (-0.170, -2.086, -1.371)
H (-0.953, 4.508, 0.758)
H (-1.372, 2.868, 1.345)
H (0.305, 3.430, 1.403)
H (0.333, 4.766, -1.390)
H (1.613, 3.785, -0.652)
H (0.982, 3.343, -2.249)
H (-2.759, 4.448, -0.778)
H (-3.772, 3.200, -1.504)
H (-3.167, 2.959, 0.138)
H (-1.370, 4.215, -2.945)
H (-0.784, 2.574, -3.408)
H (-2.522, 2.948, -3.380)
O (2.184, -3.428, 7.649)
C (2.066, -3.131, 6.529)
Fe (1.317, -2.967, 4.956)
C (0.503, -4.548, 4.827)
O (-0.134, -5.489, 5.079)
C (-0.105, -2.357, 5.757)
O (-0.948, -2.180, 6.550)
C (1.593, -0.846, 0.416)
C (1.009, -0.360, 1.593)
C (1.166, -0.684, 2.935)
C (2.148, -1.546, 3.531)
C (2.747, -2.620, 2.806)
C (2.703, -2.860, 1.431)
C (2.297, -2.048, 0.358)
H (1.498, -0.219, -0.455)
H (0.304, 0.457, 1.433)
H (0.546, -0.094, 3.630)
H (2.632, -1.192, 4.479)
H (3.344, -3.346, 3.389)
H (3.160, -3.816, 1.133)
H (2.591, -2.380, -0.640)

As for the strongest force on any atom: 6.04 eV/A. As for the net charge: +2. As for the spin multiplicity: 5. As for the expectation value of S²: 6.068. As for the orbital gap (spin up / spin down): 5.620 / 4.625 eV. As for the total energy: -84584.8915 eV.



A structure of composition C15H14CoN5OS. Source: the OMol25 dataset; level of theory: ωB97M-V with the def2-TZVPD basis set.

Atoms and positions in Å:
Co (-1.574, 0.678, 0.677)
N (1.111, 2.812, 0.035)
C (1.483, 1.525, 0.376)
C (2.863, 1.273, 0.406)
C (3.307, 0.017, 0.727)
C (2.377, -0.977, 1.008)
C (1.046, -0.650, 0.961)
N (0.585, 0.585, 0.657)
C (-0.112, 3.440, -0.108)
C (-0.072, 4.795, -0.473)
C (-1.253, 5.477, -0.624)
C (-2.452, 4.804, -0.409)
C (-2.405, 3.479, -0.055)
N (-1.248, 2.788, 0.096)
H (1.893, 3.416, -0.148)
H (3.559, 2.069, 0.176)
H (4.369, -0.189, 0.752)
H (2.671, -1.988, 1.249)
H (0.270, -1.376, 1.116)
H (0.881, 5.283, -0.628)
H (-1.244, 6.522, -0.904)
H (-3.408, 5.297, -0.514)
H (-3.307, 2.907, 0.122)
O (-3.283, 1.077, 0.853)
C (0.787, -3.818, -1.977)
C (-0.141, -3.966, -0.807)
C (-0.454, -5.199, -0.261)
C (-1.324, -5.192, 0.822)
N (-1.850, -4.088, 1.321)
C (-1.509, -2.931, 0.720)
S (-2.305, -1.503, 1.318)
N (-0.664, -2.841, -0.318)
H (1.169, -4.780, -2.313)
H (1.625, -3.173, -1.709)
H (0.261, -3.334, -2.800)
H (-0.043, -6.118, -0.655)
H (-1.608, -6.120, 1.310)

As for the strongest force on any atom: 0.24 eV/A. As for the spin multiplicity: 5. As for the expectation value of S²: 6.020. As for the orbital gap (spin up / spin down): 7.325 / 7.218 eV. As for the total energy: -73741.3053 eV.



Question: strongest force on any atom of number 1 (C18H30N6O6)?
Answer: 0.95 eV/A



Question: Which formula does entry 2 have?
Answer: C51H96BBrN4O7S



Question: The lowest strongest force on any atom belongs to which entry?
Answer: C15H14CoN5OS